# 1
Computed, not measured: C20H20N4 in the gas phase in a non-equilibrium geometry, with the ωB97M-V functional and the def2-TZVPD basis.

```
44
Properties=species:S:1:pos:R:3:forces:R:3
C 3.46116 -0.43970 -3.19525 -1.30 -0.06 0.60
C 3.66389 -0.34856 -1.67936 2.13 0.49 0.08
C 5.01126 -0.40934 -1.17232 -3.24 1.35 3.07
C 5.13073 -0.21191 0.25761 2.87 -2.04 -1.06
C 4.05817 -0.17674 1.17255 0.24 0.19 -0.74
N 4.02176 -0.25468 2.53627 1.02 -0.61 3.53
C 2.79439 -0.37728 2.99940 0.19 -0.65 -3.63
N 2.32818 -0.76367 4.23279 -0.64 1.35 0.08
C 0.90964 -0.59807 4.44517 2.03 0.50 1.39
C 0.06678 -0.43980 3.40723 -2.93 0.17 -0.46
C 0.41160 -0.42167 1.97492 5.15 -0.13 1.85
C -0.52663 -0.56551 0.87703 1.26 -3.60 -1.81
C -0.42420 -1.75586 0.00141 -0.54 0.94 0.37
C -1.43443 -1.96309 -0.97705 0.10 2.20 2.12
C -2.46919 -0.97006 -1.10911 -0.10 0.11 -0.24
C -2.44390 0.24433 -0.36568 0.67 -2.02 0.71
N -3.43326 1.19475 -0.36501 -1.24 3.15 -0.51
C -3.74138 1.93690 -1.64474 0.16 2.25 2.54
C -5.24962 2.22671 -1.64194 0.93 -1.95 -1.52
N -5.87051 0.96627 -1.24654 -2.31 0.11 -1.96
C -1.48827 0.32909 0.64288 -0.68 2.97 0.91
C 1.85096 -0.35078 1.81703 -2.23 0.80 -0.46
C 2.80308 -0.13341 0.65686 -2.67 -0.64 -1.40
C 2.67078 -0.10649 -0.76203 -2.59 -0.77 -0.44
H 4.38654 -0.18078 -3.67537 0.28 0.49 -0.39
H 3.25871 -1.46972 -3.53880 -0.13 0.29 0.35
H 2.60261 0.20637 -3.54082 1.03 -0.59 0.27
H 5.81009 -0.39301 -1.86809 0.96 -0.38 -0.10
H 6.16178 -0.48439 0.64917 -1.25 0.99 -0.19
H 3.04904 -0.79482 4.98340 -1.25 0.02 -0.64
H 0.59464 -0.42622 5.52959 0.46 -0.74 -1.79
H -1.05080 -0.30975 3.68804 2.03 -0.29 -0.55
H 0.41992 -2.48264 0.14277 -1.05 0.82 -0.07
H -1.47998 -2.91483 -1.46095 -0.07 -0.19 -0.58
H -3.36360 -1.14152 -1.75049 0.95 0.03 0.34
H -3.52451 1.91062 0.43945 0.94 -2.06 -1.57
H -3.49835 1.35015 -2.46046 0.52 -1.40 -1.55
H -3.12866 2.89562 -1.71770 -0.55 -1.07 0.14
H -5.51779 3.00310 -0.98659 -0.26 1.10 1.05
H -5.54742 2.54504 -2.66932 0.01 -0.34 0.76
H -6.14957 0.38937 -2.07088 0.51 0.63 1.30
H -5.31517 0.47455 -0.57935 0.32 -0.35 0.06
H -1.48054 1.26687 1.27842 -0.17 -1.12 -0.70
H 1.67207 -0.05541 -1.25413 0.46 0.05 0.85
```
Positions in Å, forces in eV/Å.

## Properties
- Net charge: 0
- E_tot: -27022.29666 eV
- Maximum force: 5.5 eV Å⁻¹
- Structure (SMILES): Cc1ccc2nc3[nH]ccc(-c4cccc(NCCN)c4)c-3c2c1
- Relative energy (zero: lowest compared OMol25 entry of this formula, charge and spin): 85.77 kcal/mol
- Highest occupied orbital energy: -7.56 eV

Atom charges from the Mulliken analysis, given in e for atoms 1 to 6: number 1, C, carries -1.27; number 2, C, carries 0.74; number 3, C, carries -0.71; number 4, C, carries -0.60; number 5, C, carries -0.19; number 6, N, carries -0.88


# 2
Computed, not measured: C21H51GeN3O4PSc as an isolated structure in a non-equilibrium geometry, with the ωB97M-V functional and the def2-TZVPD basis.

```
82
Properties=species:S:1:pos:R:3:forces:R:3
Sc 0.01017 -0.02198 -0.27242 -0.73 -0.04 0.97
C 2.78998 1.60109 1.86961 0.19 0.02 0.09
C 1.56653 2.44005 1.56557 -0.05 0.05 -0.34
C 2.00023 3.68869 0.80735 0.11 0.07 0.03
C 0.80288 2.84834 2.82798 -0.03 -0.05 0.07
O 0.68612 1.60830 0.70952 -0.12 0.04 0.23
Ge -0.49621 2.73780 -0.67067 0.26 0.08 -0.22
O -1.78757 1.49309 -0.22247 0.11 -0.42 0.27
C -3.17030 1.64412 -0.74539 0.30 -0.32 -0.24
C -3.37342 3.05305 -1.27333 -0.08 0.13 0.02
C -3.32861 0.62563 -1.86352 -0.02 -0.05 -0.08
C -4.11371 1.35162 0.39987 -0.21 0.05 0.11
O 0.08868 1.17583 -1.83369 0.51 0.63 -0.66
C 1.17862 1.32223 -2.84023 -0.21 0.08 0.20
C 1.23677 2.76510 -3.30647 -0.04 0.08 -0.04
C 0.80060 0.41443 -3.98667 -0.01 -0.04 -0.18
C 2.49060 0.91048 -2.18914 0.06 -0.05 0.00
H 3.39084 2.07387 2.64944 -0.01 -0.02 -0.06
H 2.50780 0.60818 2.21917 0.00 -0.09 0.07
H 3.41949 1.47697 0.98609 -0.05 0.01 0.03
H 2.80785 4.16906 1.36365 -0.02 -0.01 -0.04
H 2.38699 3.44276 -0.18429 -0.01 0.00 0.03
H 1.20438 4.42726 0.71109 -0.02 -0.02 0.01
H 1.14749 3.81907 3.18379 0.04 -0.03 0.01
H -0.26786 2.94158 2.62920 0.04 0.03 -0.03
H 0.95719 2.15653 3.66331 -0.05 0.03 -0.06
H -2.75445 3.26896 -2.15133 0.01 -0.06 0.05
H -4.40907 3.17073 -1.59432 0.01 0.01 0.01
H -3.18350 3.80807 -0.50542 -0.03 -0.03 -0.01
H -2.62676 0.82014 -2.67725 -0.03 0.01 0.05
H -3.15795 -0.39271 -1.49206 -0.02 0.00 -0.01
H -4.34034 0.65523 -2.27087 0.03 -0.01 0.02
H -3.93559 2.02270 1.24277 -0.01 -0.03 -0.04
H -5.14403 1.49836 0.07390 0.01 -0.01 0.01
H -4.04168 0.31205 0.73843 -0.05 0.11 -0.04
H 0.26674 3.09304 -3.68796 0.04 -0.02 0.00
H 1.55784 3.44632 -2.51566 0.00 -0.01 0.02
H 1.96022 2.85892 -4.11807 -0.03 -0.01 0.02
H -0.16261 0.70375 -4.40832 0.03 0.01 0.00
H 1.55202 0.47227 -4.77543 -0.03 -0.01 0.00
H 0.73184 -0.61816 -3.65225 0.02 0.00 0.04
H 2.79980 1.61691 -1.42045 -0.01 0.04 0.02
H 2.42372 -0.08637 -1.74083 -0.05 -0.13 0.05
H 3.29150 0.85240 -2.92699 -0.02 0.07 -0.03
C -1.17052 -0.35805 3.75986 0.21 0.02 0.02
C -2.03258 -0.14235 2.51352 0.19 -0.12 0.10
N -1.60344 -0.88252 1.30207 0.16 0.09 -0.24
C -1.51073 -2.35407 1.41660 0.04 0.13 0.05
C -0.20879 -2.81948 2.07079 0.08 -0.11 0.14
N 0.97786 -1.98049 1.77503 -0.07 -0.03 -0.01
C 1.90007 -1.92398 2.92969 -0.16 0.07 0.05
C 1.23597 -1.12137 4.08371 -0.04 0.20 -0.15
N 0.23850 -0.25133 3.50676 -0.06 -0.14 -0.02
H -1.42908 0.42272 4.49317 -0.04 0.05 -0.01
H -1.34444 -1.30365 4.26957 -0.08 -0.05 -0.02
H -3.04048 -0.43957 2.80768 -0.09 0.01 0.00
H -2.06239 0.91155 2.24768 0.05 0.03 -0.01
H -2.34801 -0.67340 0.63975 -0.09 -0.10 -0.01
H -2.35708 -2.76485 1.97155 -0.03 -0.03 0.05
H -1.57747 -2.74534 0.40430 0.00 0.00 -0.05
H -0.33296 -2.84962 3.15229 -0.02 0.00 -0.01
H -0.03721 -3.85926 1.79202 0.02 -0.07 -0.02
H 1.48457 -2.38685 0.99957 0.02 -0.06 -0.08
H 2.16087 -2.90406 3.33468 -0.01 -0.09 -0.09
H 2.82225 -1.44496 2.61827 0.05 0.07 -0.04
H 0.75441 -1.75281 4.82420 -0.02 -0.03 0.03
H 1.98769 -0.50941 4.59634 -0.02 0.01 -0.04
H 0.52782 0.34758 2.73037 0.01 0.12 0.09
C 0.56041 -4.55698 -1.12842 0.02 -0.25 0.15
P 0.67957 -3.04100 -2.04153 -0.25 0.29 0.23
C -0.42789 -3.16743 -3.41384 -0.15 -0.07 -0.26
C 2.34595 -2.91142 -2.62304 0.26 0.03 -0.11
O 0.30071 -1.83284 -1.13315 0.22 -0.07 -0.09
H 0.79515 -5.38237 -1.80581 -0.02 -0.01 0.06
H -0.45235 -4.70271 -0.75112 0.02 -0.02 0.02
H 1.28220 -4.58405 -0.30918 -0.05 -0.01 -0.01
H -0.16893 -4.06321 -3.98596 -0.06 0.06 -0.01
H -0.34580 -2.29694 -4.06436 -0.06 -0.08 0.00
H -1.45497 -3.26266 -3.05667 0.02 0.00 -0.03
H 2.60357 -3.82884 -3.15875 0.03 0.05 0.01
H 3.03060 -2.79317 -1.78132 0.02 -0.02 -0.03
H 2.45378 -2.06652 -3.30151 0.04 0.00 -0.02
```
Positions in Å, forces in eV/Å.

## Properties
- ⟨S²⟩: 0.7544
- Net charge: +3
- 2S+1: 2
- E_tot: -121751.27807 eV
- Maximum force: 1.2 eV Å⁻¹
- Relative energy (zero: lowest compared OMol25 entry of this formula, charge and spin): 33.33 kcal/mol
- Highest occupied orbital energy (spin up / spin down): -17.65 / -17.65 eV

Atom charges from the Mulliken analysis, given in e for atoms 1 to 6: number 1, Sc, carries 0.76; number 2, C, carries -1.32; number 3, C, carries 1.30; number 4, C, carries -1.96; number 5, C, carries -1.36; number 6, O, carries 0.37


# 3
Computed, not measured: C2H6Cl3PSi in the gas phase in a non-equilibrium geometry, with the ωB97M-V functional and the def2-TZVPD basis.

```
13
Properties=species:S:1:pos:R:3:forces:R:3
C -0.82295 0.67759 1.36860 0.13 -0.06 0.24
P -0.57836 0.71863 -0.43687 -1.86 0.40 -0.60
C 1.08700 1.32108 -0.31377 2.16 -0.67 -2.76
Si -0.40411 -1.54804 -1.03117 -0.03 -0.48 0.27
Cl -1.28029 -2.84935 0.30912 -0.57 0.45 0.21
Cl -1.12114 -2.19212 -2.86334 -0.12 0.74 0.27
Cl 1.44962 -2.37190 -1.02261 1.07 0.32 -0.08
H 0.18293 0.65899 1.87232 -1.28 -0.56 -0.13
H -1.49917 -0.15920 1.47701 0.18 -0.46 1.05
H -1.37905 1.55681 1.71671 0.23 -0.03 -0.31
H 1.45347 1.59576 -1.34868 -0.21 -0.27 1.05
H 1.28396 2.18339 0.30819 -0.39 -0.09 0.42
H 1.62807 0.40835 -0.03548 0.68 0.70 0.37
```
Positions in Å, forces in eV/Å.

## Properties
- Net charge: 0
- E_tot: -56908.78775 eV
- Maximum force: 3.6 eV Å⁻¹
- Structure (SMILES): CP(C)[Si](Cl)(Cl)Cl
- Relative energy (zero: lowest compared OMol25 entry of this formula, charge and spin): 0.00 kcal/mol
- Highest occupied orbital energy: -8.96 eV

Atom charges from the Mulliken analysis, given in e for atoms 1 to 6: number 1, C, carries -0.88; number 2, P, carries 0.07; number 3, C, carries -1.02; number 4, Si, carries 0.67; number 5, Cl, carries -0.26; number 6, Cl, carries -0.25


# 4
Computed, not measured: a 2-piece molecular cluster, C4H11N2 overall in a non-equilibrium geometry, with the ωB97M-V functional and the def2-TZVPD basis.

```
17
Properties=species:S:1:pos:R:3:forces:R:3
C 0.26035 -2.37838 -0.10053 -0.26 0.17 0.24
C -0.61725 -1.29147 -0.56978 -0.29 -0.45 -2.85
C -0.09209 -0.13342 -1.08700 1.55 -0.17 2.14
C -0.66240 1.07934 -1.45251 -0.22 -1.06 -1.15
N 0.12657 2.12418 -1.71318 -1.36 0.59 0.59
N 0.43145 0.99964 3.04008 -0.56 1.02 0.08
H 0.03618 -2.69245 0.91874 -0.02 0.05 0.16
H 1.30720 -2.12021 -0.21198 0.11 -0.04 0.19
H -1.59032 -1.61311 -0.94636 -0.45 0.35 0.93
H 1.04792 0.41431 3.56180 -0.05 -0.13 -0.15
H 0.93091 -0.01368 -0.71441 0.11 0.17 -0.75
H -1.73417 1.14824 -1.65656 -0.10 0.42 1.03
H -0.29276 3.00668 -1.43855 0.05 0.22 -1.00
H 0.75481 2.12382 -2.50326 0.83 -0.17 0.54
H -0.08811 1.73412 3.49761 0.35 -0.43 0.13
H 0.01149 -3.24763 -0.71443 0.08 -0.08 -0.04
H 0.17020 0.86003 2.09032 0.26 -0.48 -0.09
```
Positions in Å, forces in eV/Å.

## Properties
- Net charge: +1
- E_tot: -7297.62834 eV
- Maximum force: 2.9 eV Å⁻¹
- Relative energy (zero: lowest compared OMol25 entry of this formula, charge and spin): 76.55 kcal/mol
- Highest occupied orbital energy: -12.20 eV

Atom charges from the Mulliken analysis, given in e for atoms 1 to 6: number 1, C, carries -1.05; number 2, C, carries 0.21; number 3, C, carries -0.33; number 4, C, carries -0.10; number 5, N, carries -0.33; number 6, N, carries -0.51


Q: Which formula does entry 3 have?
A: C2H6Cl3PSi


Q: Look up the maximum force of the second one.
A: 1.2 eV Å⁻¹